ORCA calculation (ωB97M-V with the def2-TZVPD basis set) on 2 unconnected molecules or ions with the total composition C5H15N3 in a non-equilibrium geometry.

```
23
Properties=species:S:1:pos:R:3
C 0.340 -1.223 -0.832
C -1.939 0.565 0.106
C 0.221 1.096 0.908
C 1.420 -2.192 -0.365
C 0.569 2.179 -0.083
N -1.107 0.818 1.118
N -1.389 0.230 2.374
N 0.550 -0.616 -2.133
H -0.625 -1.729 -0.853
H -2.139 -0.451 2.285
H -1.650 0.959 3.027
H 1.462 -0.173 -2.178
H 0.506 -1.304 -2.881
H -2.880 0.085 0.316
H -1.653 0.843 -0.890
H 0.432 -0.223 0.020
H 0.783 1.125 1.831
H 2.389 -1.693 -0.286
H 1.164 -2.617 0.606
H 1.536 -3.028 -1.064
H 1.639 2.372 -0.040
H 0.330 1.862 -1.098
H 0.042 3.118 0.111
```

Output
ΔE to the lowest compared entry with this formula, charge and spin in kJ/mol: 463.43
Lowest unoccupied orbital energy in eV: 1.0
Kohn-Sham gap in eV: 7.46
Electronic energy in Ha: -363.61059
Net charge: 0